Entry 1:
12 unconnected molecules or ions with the total composition C15H54N8O12 in a non-equilibrium geometry, computed with wB97M-V/def2-TZVPD.

XYZ file:
```
89
Properties=species:S:1:pos:R:3:forces:R:3:lowdin_charge:R:1
O -7.912 -21.139 -2.627 -0.8 -2.2 2.2 0.072
O -1.667 -17.212 -7.144 2.0 0.1 1.9 -0.100
O -10.569 -15.960 -12.300 0.9 1.6 -0.8 -0.068
O -7.324 -16.718 -12.531 -0.3 -1.5 -0.5 -0.157
O -3.524 -16.398 -5.050 -0.3 1.0 0.9 -0.116
O -5.441 -18.689 -13.407 -0.5 -1.0 -0.1 -0.135
O -5.043 -17.143 -9.704 0.3 0.7 -0.4 0.018
O -4.009 -14.677 -10.493 -0.7 0.4 0.0 -0.100
O -10.069 -15.616 -9.086 -1.7 -0.2 -0.4 -0.096
O -7.664 -21.123 -9.617 -0.3 -0.1 -0.5 0.018
O -3.907 -19.154 -6.176 0.3 1.0 0.1 -0.147
O -8.460 -19.084 -7.182 2.7 0.6 0.9 0.000
N -6.020 -18.281 -8.036 1.9 -0.6 4.0 0.206
N -10.370 -18.503 -8.124 -2.1 1.1 -1.3 0.205
N -9.664 -21.335 -10.526 -6.3 3.1 -0.5 0.184
N -7.052 -18.144 -9.832 -3.4 0.5 -4.1 0.196
N -7.682 -20.935 -4.887 0.1 -3.1 -2.2 0.155
N -7.973 -19.252 -3.738 -1.4 6.7 1.3 0.156
N -8.231 -22.859 -10.889 2.5 -4.4 -1.9 0.173
N -10.169 -20.422 -7.090 -1.7 -3.9 1.3 0.205
C -6.508 -19.648 -13.140 0.9 1.3 -0.2 -0.135
C -3.548 -20.305 -6.892 -0.9 -1.4 0.4 -0.143
C -1.933 -13.738 -11.082 0.4 0.8 -0.4 -0.093
C -11.321 -17.102 -12.482 -0.1 -1.1 0.6 -0.339
C -2.599 -16.847 -8.070 -1.4 -0.1 -1.3 -0.193
C -5.972 -17.780 -9.210 1.3 0.5 -1.3 -0.746
C -6.629 -15.502 -12.503 -0.2 1.0 0.7 -0.128
C -4.909 -16.439 -4.751 0.3 -0.8 0.1 -0.161
C -3.049 -14.662 -11.514 1.0 -0.5 0.8 -0.338
C -7.937 -20.538 -3.651 1.5 -0.6 -0.6 -0.803
C -10.830 -18.151 -11.502 -1.0 0.0 -0.2 -0.092
C -9.609 -19.332 -7.446 0.9 2.3 -0.7 -0.780
C -8.084 -15.571 -7.813 0.7 -0.2 -0.5 -0.070
C -8.773 -15.085 -9.053 0.8 1.4 0.1 -0.310
C -8.467 -21.708 -10.364 3.7 1.2 3.6 -0.796
H -6.848 -18.828 -7.847 0.7 0.0 1.1 0.065
H -1.146 -13.612 -11.826 0.1 -0.3 -0.2 0.067
H -11.179 -17.484 -13.492 -0.1 0.4 -0.2 0.117
H -3.193 -17.736 -8.281 -0.4 0.4 -0.5 0.058
H -9.740 -18.139 -11.496 -0.1 -0.4 0.2 0.073
H -3.229 -16.048 -7.679 -0.1 -0.2 0.3 0.095
H -7.420 -19.416 -13.691 0.0 0.0 -0.5 0.063
H -3.265 -17.072 -5.683 -0.1 -0.3 -0.1 0.015
H -1.025 -17.834 -7.494 -0.2 0.0 -0.2 0.093
H -8.966 -23.513 -11.119 0.3 0.2 0.1 0.117
H -11.343 -18.769 -8.156 0.1 0.7 -0.4 0.114
H -5.520 -16.138 -5.601 -0.2 -0.1 -0.1 0.067
H -12.374 -16.900 -12.286 -0.3 -0.1 -0.4 0.113
H -8.465 -15.117 -6.898 -0.5 -0.1 -0.1 0.084
H -11.115 -20.620 -7.384 0.4 -0.6 0.4 0.125
H -8.192 -16.687 -12.939 0.0 0.5 -0.1 0.078
H -8.457 -18.729 -3.022 0.3 -0.1 0.1 0.122
H -7.037 -15.269 -7.838 0.2 -0.5 -0.1 0.088
H -8.224 -16.651 -7.834 0.6 0.0 0.6 0.042
H -11.260 -17.889 -10.536 0.4 -0.1 0.2 0.051
H -7.222 -17.659 -10.702 -0.2 -0.3 -0.2 0.076
H -5.720 -15.440 -13.101 0.1 -0.7 -0.1 0.080
H -6.083 -20.596 -13.470 -0.3 -0.1 0.3 0.078
H -5.176 -17.428 -4.377 -0.3 -0.5 -0.5 0.056
H -10.066 -17.602 -8.465 -0.1 0.1 0.2 0.073
H -5.762 -17.793 -13.277 -0.4 -0.1 0.3 0.022
H -7.245 -14.686 -12.879 -0.2 0.2 0.4 0.092
H -7.636 -20.178 -5.555 0.2 -1.1 -0.8 0.065
H -8.792 -13.997 -9.004 -0.3 0.3 -0.2 0.118
H -2.490 -20.548 -6.999 0.3 0.7 0.0 0.081
H -11.279 -19.099 -11.797 0.4 -0.3 0.1 0.068
H -5.200 -15.858 -3.875 0.7 0.7 -0.2 0.076
H -10.704 -15.594 -11.423 0.0 -0.1 0.3 0.070
H -7.420 -21.901 -5.020 0.2 0.4 -0.5 0.121
H -8.328 -15.310 -10.022 0.5 -0.4 0.3 0.103
H -3.445 -14.406 -12.497 -0.2 0.1 -0.1 0.101
H -7.807 -18.655 -9.397 0.4 0.0 -0.2 0.075
H -3.957 -21.157 -6.349 -0.1 -0.4 -0.1 0.079
H -10.649 -14.968 -8.680 -0.2 -0.2 0.1 0.102
H -4.103 -15.608 -10.279 -0.8 -0.2 0.5 0.014
H -9.506 -21.082 -6.709 -0.7 -0.4 0.2 0.121
H -7.356 -23.235 -10.551 -0.1 -0.3 -0.5 0.126
H -6.810 -19.617 -12.093 0.4 -0.4 0.2 0.047
H -6.368 -15.424 -11.448 0.4 0.9 -0.2 0.066
H -5.182 -18.136 -7.492 -0.5 -0.6 0.7 0.084
H -2.683 -15.689 -11.521 0.4 -0.1 -0.8 0.114
H -4.068 -20.292 -7.850 0.3 0.2 -0.1 0.081
H -10.271 -21.669 -11.262 0.2 0.0 0.3 0.123
H -1.456 -14.035 -10.148 -0.2 -0.2 0.0 0.069
H -2.200 -16.427 -8.994 0.3 -0.2 -0.2 0.077
H -2.318 -12.728 -10.948 -0.2 0.0 0.2 0.071
H -7.911 -18.771 -4.624 -0.2 0.0 0.3 0.095
H -4.067 -19.340 -5.248 0.2 -0.2 0.0 0.091
H -10.024 -20.654 -9.873 0.1 0.2 -0.5 0.093
```
Positions in Å, forces in eV/Å.

total energy = -1944.78818 Ha
frontier orbital gap = 8.759 eV
SMILES = NC(N)=O.NC(N)=O.NC(N)=O.NC(N)=O.CCO.CCO.CCO.CO.CO.CO.CO.CO
charge = 0
F_max = 7.1 eV Å⁻¹
molecular weight = 538.64 g mol⁻¹



Entry 2:
13 unconnected molecules or ions with the total composition C15H56O13 in a non-equilibrium geometry, computed with wB97M-V/def2-TZVPD.

XYZ file:
```
84
Properties=species:S:1:pos:R:3:forces:R:3:lowdin_charge:R:1
O -30.105 7.218 -4.275 -0.3 -1.5 1.1 -0.084
O -25.005 3.609 -3.329 -0.9 0.1 -1.0 -0.170
O -22.226 7.662 -5.422 -1.2 0.9 -2.1 -0.096
O -22.157 6.689 -8.217 -0.2 -0.5 0.0 -0.022
O -25.550 6.122 -2.054 -0.7 -0.8 -0.9 -0.136
O -26.699 9.637 -6.787 0.0 0.0 -0.1 -0.016
O -23.920 2.085 -5.513 -0.8 0.6 0.3 -0.055
O -25.706 1.848 -10.005 0.3 0.3 -0.3 -0.109
O -22.265 7.161 -10.863 0.8 0.5 -0.4 -0.091
O -28.913 2.587 -5.592 -0.4 -0.3 -0.5 -0.110
O -27.463 5.441 -9.115 -0.4 -0.2 -0.3 -0.057
O -25.392 6.062 -7.257 0.1 0.2 0.7 -0.128
O -26.656 10.157 -4.131 0.3 -0.1 1.7 -0.091
C -27.517 2.609 -5.403 0.0 -0.3 0.9 -0.153
C -22.677 2.584 -5.827 2.5 -0.7 -0.2 -0.377
C -23.587 7.212 -11.322 0.4 -0.6 -1.0 -0.325
C -21.561 6.630 -4.773 0.0 -0.1 0.9 -0.301
C -21.996 1.521 -6.652 0.1 0.0 -0.9 -0.081
C -29.762 7.890 -5.453 -0.4 0.8 0.5 -0.343
C -25.595 6.011 -5.830 -0.4 -0.1 -0.6 -0.102
C -25.424 9.577 -3.684 0.3 0.0 -2.0 -0.311
C -25.441 2.767 -2.281 1.5 -0.1 0.7 -0.130
C -24.912 2.572 -9.072 -0.5 -0.1 0.4 -0.159
C -30.030 7.002 -6.615 0.8 -0.9 -0.4 -0.081
C -26.861 6.436 -2.598 0.3 1.7 0.7 -0.100
C -22.480 6.204 -3.634 0.7 -0.6 1.0 -0.064
C -24.178 5.836 -11.175 -1.0 -1.1 0.9 -0.087
C -24.262 10.552 -3.920 -0.2 -0.1 0.3 -0.068
H -26.664 5.828 -5.714 0.1 -0.2 0.2 0.071
H -27.234 2.010 -4.537 0.0 0.0 0.4 0.067
H -21.331 5.802 -5.442 -0.3 0.0 -0.3 0.101
H -23.862 5.374 -10.239 0.0 0.3 0.5 0.047
H -30.362 7.783 -3.543 0.2 0.3 -0.3 0.087
H -26.756 8.792 -7.233 0.1 -0.4 0.0 0.051
H -25.466 9.100 -2.704 -0.3 0.8 0.3 0.096
H -27.567 6.550 -1.775 -0.2 -0.5 -0.1 0.088
H -20.590 7.067 -4.539 0.2 -0.6 1.0 0.122
H -28.701 8.132 -5.384 0.0 0.6 -0.3 0.092
H -24.302 11.392 -3.227 0.0 0.1 -0.1 0.075
H -30.404 8.770 -5.494 0.4 0.4 -0.3 0.117
H -24.318 10.925 -4.943 -0.2 0.1 0.0 0.076
H -25.241 8.733 -4.348 0.2 -0.3 -0.1 0.073
H -21.567 5.934 -8.211 0.2 -0.3 -0.1 0.065
H -25.376 1.722 -2.584 -0.3 0.1 -0.1 0.088
H -30.948 6.428 -6.488 -0.2 0.4 -0.3 0.087
H -22.042 2.742 -4.956 -0.1 0.0 0.6 0.109
H -22.721 7.070 -3.017 0.1 0.0 0.1 0.074
H -26.810 7.427 -3.048 -0.1 0.0 -0.2 0.054
H -24.954 2.014 -8.136 0.6 0.2 0.3 0.067
H -20.941 1.688 -6.871 0.1 0.3 0.2 0.074
H -26.401 3.027 -1.835 -0.1 0.0 -0.3 0.087
H -26.662 5.520 -8.597 0.5 0.1 0.4 -0.027
H -21.964 8.530 -5.108 0.1 -0.2 0.0 0.092
H -29.352 3.144 -4.944 0.2 0.0 0.1 0.072
H -24.119 8.057 -10.884 -0.4 -0.2 0.3 0.107
H -24.644 2.953 -1.561 -0.4 -0.6 0.9 0.085
H -27.012 2.082 -6.212 -0.2 0.6 -0.4 0.081
H -29.235 6.259 -6.690 0.1 -0.3 0.1 0.059
H -25.009 5.214 -5.371 -0.2 -0.1 0.0 0.067
H -27.182 3.627 -5.202 0.4 -0.1 -0.5 0.056
H -22.072 0.548 -6.168 -0.2 0.1 0.0 0.082
H -23.896 2.730 -9.433 -0.1 -0.5 -0.1 0.079
H -26.690 10.044 -5.083 0.0 -0.1 -0.3 0.007
H -27.819 6.329 -9.143 -0.1 0.1 -0.1 0.019
H -25.205 4.485 -2.992 0.3 0.6 -0.1 0.018
H -24.218 2.693 -4.832 -0.9 0.0 0.5 0.034
H -24.480 5.822 -7.435 0.2 0.1 -0.2 0.059
H -25.265 5.768 -11.139 -0.2 0.3 -0.2 0.068
H -25.250 6.849 -1.503 -0.1 0.0 -0.1 0.086
H -29.934 7.549 -7.553 -0.6 0.1 -0.1 0.077
H -22.621 3.542 -6.344 -0.7 0.3 -0.4 0.095
H -25.365 6.949 -5.325 0.2 0.1 -0.2 0.059
H -23.851 5.064 -11.872 0.2 0.5 -0.6 0.081
H -27.251 5.787 -3.382 0.6 -0.6 0.4 0.076
H -22.285 7.009 -9.916 0.0 0.2 0.2 0.005
H -26.701 10.282 -7.494 0.0 0.3 -0.1 0.068
H -25.309 3.567 -8.871 -0.2 0.2 -0.1 0.054
H -22.501 1.508 -7.617 0.0 -0.5 -0.1 0.058
H -23.435 5.741 -3.881 0.1 0.3 -0.8 0.040
H -23.278 10.087 -3.856 0.0 -0.2 0.4 0.051
H -22.030 5.439 -3.001 0.3 0.1 0.2 0.080
H -26.577 1.786 -9.604 -0.1 0.0 -0.2 0.074
H -22.247 6.930 -7.295 -0.1 0.7 0.6 0.010
H -23.532 7.413 -12.392 0.1 0.3 -0.1 0.107
```
Positions in Å, forces in eV/Å.

total energy = -1583.03368 Ha
frontier orbital gap = 9.656 eV
charge = 0
F_max = 2.6 eV Å⁻¹
molecular weight = 444.60 g mol⁻¹



Entry 3:
14 unconnected molecules or ions with the total composition C15H58N16O14 in a non-equilibrium geometry, computed with wB97M-V/def2-TZVPD.

XYZ file:
```
103
Properties=species:S:1:pos:R:3:forces:R:3:lowdin_charge:R:1
O 12.003 -5.714 -16.953 -3.5 -5.1 -0.8 -0.099
O 9.228 -4.429 -18.998 -2.2 -1.0 1.1 -0.153
O 6.468 -4.486 -13.733 -0.8 -0.4 0.3 -0.123
O 10.137 2.101 -15.709 -6.0 -3.0 1.8 -0.114
O 4.682 -1.716 -17.711 2.6 -4.2 4.0 -0.135
O 14.055 -4.210 -16.199 0.8 0.9 0.2 -0.124
O 7.202 -6.989 -17.918 0.6 3.7 5.1 -0.099
O 12.706 -0.613 -12.905 1.4 0.0 -0.2 -0.078
O 12.349 -0.405 -18.249 0.2 0.5 0.5 -0.153
O 7.162 -0.082 -18.134 -3.0 5.8 -1.1 -0.145
O 7.447 -3.666 -21.608 -2.4 3.5 4.4 -0.105
O 9.727 -5.550 -13.785 3.9 0.3 3.3 -0.105
O 10.273 2.621 -19.697 -0.5 1.0 0.9 -0.129
O 10.638 -1.586 -16.596 -4.2 -4.3 0.8 -0.155
N 6.311 -5.887 -16.098 -4.1 1.2 2.5 0.143
N 8.546 -6.189 -16.158 0.1 -0.4 -1.1 0.147
N 7.383 -1.709 -20.352 4.3 3.9 -0.3 0.190
N 5.911 1.480 -19.437 -5.4 0.1 -6.8 0.166
N 5.084 -2.815 -15.643 -1.9 0.6 4.5 0.207
N 11.471 -8.002 -16.634 1.0 -2.8 2.7 0.161
N 11.050 -5.234 -11.839 0.6 0.8 1.4 0.177
N 7.866 2.215 -15.170 -2.8 4.4 0.7 0.113
N 8.788 0.195 -15.278 2.0 -1.9 0.1 0.180
N 6.084 -3.528 -17.346 3.4 -2.5 -4.0 0.150
N 6.760 2.194 -17.678 1.4 1.1 4.8 0.177
N 5.797 -3.074 -20.062 -6.2 -4.0 1.2 0.117
N 9.862 -3.833 -16.329 0.3 -0.6 1.1 0.190
N 10.316 -6.860 -18.055 -3.3 1.5 -4.7 0.171
N 8.450 -2.241 -17.005 -3.5 0.2 -0.8 0.182
N 11.942 -5.967 -13.753 4.0 -1.2 -2.1 0.197
C 8.931 1.499 -15.354 8.5 2.4 -2.5 -0.602
C 10.715 -1.928 -13.368 -1.2 0.7 0.5 -0.081
C 7.396 -3.463 -13.761 1.8 2.0 0.9 -0.173
C 11.264 -6.834 -17.224 5.9 4.4 2.4 -0.614
C 9.632 -2.574 -16.600 5.2 4.2 -0.4 -0.564
C 7.339 -6.288 -16.740 2.9 -6.1 -5.7 -0.592
C 6.539 1.137 -18.387 4.8 -6.2 2.1 -0.594
C 6.916 -2.843 -20.660 3.0 -5.8 -7.6 -0.698
C 11.455 -0.632 -13.554 0.0 0.7 0.4 -0.334
C 5.297 -2.674 -16.890 -5.8 7.5 -4.7 -0.628
C 13.701 -2.928 -15.669 2.1 -0.9 -0.4 -0.137
C 10.899 -5.550 -13.124 -4.9 -0.1 -2.3 -0.610
C 10.261 -3.732 -19.553 2.7 1.7 -0.1 -0.165
C 12.872 0.571 -17.340 1.7 -1.6 -1.1 -0.148
C 9.926 1.260 -19.512 1.5 -0.5 0.5 -0.175
H 8.002 -3.414 -12.818 -0.1 -0.5 -1.1 0.106
H 8.954 1.125 -19.877 -1.7 -0.5 -0.7 0.027
H 5.439 -6.225 -16.480 -0.1 0.0 0.2 0.151
H 13.400 0.078 -16.507 -0.2 0.1 0.0 0.067
H 5.468 -3.609 -15.133 -0.4 0.5 -0.1 0.076
H 6.191 3.022 -17.744 0.2 -0.1 -0.3 0.123
H 8.860 -3.869 -18.260 0.7 -1.0 -1.5 0.062
H 12.959 -5.970 -13.489 -1.9 0.3 0.1 0.164
H 5.321 -3.963 -20.403 0.9 1.7 0.7 0.171
H 6.147 -4.419 -16.897 0.2 -0.5 -0.1 0.053
H 8.267 -1.288 -17.298 0.2 0.3 -0.1 0.062
H 5.073 2.133 -19.457 2.0 -0.9 0.6 0.163
H 7.579 -2.876 -17.127 2.0 1.0 0.6 0.092
H 9.684 -1.687 -13.713 0.6 -0.7 -0.1 0.062
H 13.514 -3.055 -14.672 -1.3 -0.5 3.0 0.024
H 8.833 -5.934 -15.211 -0.4 -0.3 0.4 0.058
H 6.120 -3.441 -18.354 0.4 -0.8 -0.7 0.082
H 5.835 0.894 -20.274 0.3 -0.3 1.0 0.131
H 6.325 -5.475 -15.147 0.2 -0.8 -0.7 0.097
H 9.262 -6.533 -16.823 -0.8 0.4 1.0 0.049
H 11.561 -0.483 -14.611 0.2 0.1 -0.7 0.077
H 4.278 -2.344 -15.276 0.0 0.1 0.3 0.132
H 12.864 -2.527 -16.143 -1.1 1.1 -1.0 0.041
H 13.611 1.144 -17.891 0.3 0.0 -0.2 0.076
H 9.106 -4.554 -16.206 1.4 1.2 -0.4 0.070
H 9.683 3.163 -19.122 0.8 -0.7 -0.6 0.083
H 6.981 -2.463 -13.852 -0.8 0.2 0.1 0.074
H 9.659 -0.357 -15.537 -1.2 0.5 0.0 0.088
H 9.916 -2.805 -20.001 0.0 0.1 -0.4 0.067
H 7.927 -0.313 -15.139 0.0 0.4 -0.2 0.104
H 9.860 -7.673 -18.444 0.2 -0.3 0.4 0.151
H 11.961 -4.921 -11.464 -0.8 -0.5 -0.7 0.139
H 11.728 -0.952 -17.736 0.0 0.1 -0.2 -0.001
H 10.918 -4.268 -20.284 -1.2 -0.1 0.5 0.114
H 8.330 -1.487 -20.710 -1.1 -0.1 0.6 0.141
H 11.164 -2.754 -13.882 0.1 -0.3 -0.7 0.048
H 7.107 -1.380 -19.459 0.1 1.4 0.9 0.038
H 12.202 1.280 -16.983 -1.8 1.0 0.8 0.029
H 10.684 -8.703 -16.540 1.6 1.3 -0.3 0.155
H 14.554 -2.253 -15.531 0.1 0.0 -1.3 0.093
H 10.643 0.670 -20.134 -0.5 0.4 0.8 0.097
H 10.031 -6.002 -18.566 0.1 0.0 0.5 0.113
H 10.583 -2.259 -12.340 0.2 0.3 0.4 0.065
H 11.806 -6.176 -14.731 0.0 0.2 -0.3 0.069
H 12.319 -8.130 -16.034 -1.5 0.2 -0.9 0.142
H 7.759 3.260 -15.268 1.2 -1.9 0.3 0.171
H 5.149 -2.406 -19.566 1.2 -0.4 -0.6 0.117
H 7.085 1.799 -14.751 -1.2 -0.7 0.7 0.101
H 10.819 -4.060 -16.108 -0.1 -0.4 0.0 0.094
H 13.227 -4.628 -16.427 -0.1 -0.5 -0.4 -0.021
H 9.940 0.904 -18.446 0.3 0.4 -0.9 0.081
H 13.334 -0.063 -13.417 -0.7 -0.5 0.5 0.101
H 7.222 2.005 -16.761 -0.7 0.6 -1.1 0.062
H 6.138 -4.419 -12.849 -0.9 -0.7 0.7 0.108
H 7.965 -3.544 -14.656 1.0 -0.4 -0.3 0.045
H 10.290 -4.722 -11.470 -0.8 0.4 0.5 0.088
H 10.905 0.239 -13.176 -0.4 -0.3 0.0 0.114
H 10.948 -3.448 -18.737 0.2 0.1 -0.3 0.079
```
Positions in Å, forces in eV/Å.

total energy = -2535.68592 Ha
frontier orbital gap = 8.018 eV
charge = 0
F_max = 10.5 eV Å⁻¹
molecular weight = 686.73 g mol⁻¹